A 4-piece molecular cluster, C38H62Cl2FN4O12 overall in a non-equilibrium geometry, computed with wB97M-V/def2-TZVPD.

Computed properties:
* LUMO level: -2.0 eV
* orbital gap: 7.97 eV

Geometry as ORCA input:
```
! wB97M-V def2-TZVPD RIJCOSX def2/J DEFGRID3
* xyz 1 1
H 3.6563 -0.6034 -2.9928
H -2.6984 -5.0372 -2.6520
H 5.2827 0.5131 7.2892
H -1.9960 -1.7007 0.0072
O 0.1017 -4.3282 5.6739
N 1.8764 -3.7175 1.2753
H -9.3223 0.0930 0.4831
H 4.7990 2.7489 6.4808
C -1.6432 8.5292 -2.2209
H 2.3589 -5.0661 -1.9813
H -2.1275 0.4238 -2.4320
Cl 0.6533 -3.0337 -3.2359
H -1.1467 3.8684 0.0188
H 3.1910 -4.0668 -0.7903
H -7.3905 0.3637 -2.3188
H -3.6935 2.3264 -2.1216
O 5.2908 -0.3554 3.6290
C 4.9462 0.2326 4.6032
C -1.3338 8.5572 -3.6970
H 0.9220 0.3580 0.6374
H -0.9893 -5.1572 -2.4160
N -1.7417 2.8725 -1.8159
C -0.1432 3.7406 -3.0463
H 3.9770 0.9230 -3.7815
H -2.6428 10.0943 -4.4330
C 0.2885 7.4482 -2.5960
O -5.8641 0.8594 -0.9831
C -2.9037 2.0877 -1.4121
H -1.9723 -3.4242 -1.0833
H -2.6818 8.2914 -2.0035
C 2.2273 -3.2459 3.7033
C 2.3272 -4.4022 4.7200
H 2.6126 -2.3198 4.1090
C -1.2013 2.9320 -3.0634
N 2.0389 -1.4602 0.9099
H -0.9943 -1.3622 -3.0126
H -10.0431 0.8510 -0.9481
O 0.0651 8.2173 -3.6897
C 0.0161 4.2401 -1.7084
H 1.0903 1.3815 -1.6939
C 0.9329 0.4538 -2.2488
C -1.7563 -4.5253 -2.8495
H 1.5904 -6.5929 -0.4396
H 1.7516 1.5004 -3.8639
C -0.6858 -2.1680 -2.3654
H 3.3342 2.2121 5.6283
H -9.8418 1.7667 0.5548
Cl -3.3882 -2.4155 -2.6575
C 2.9445 -5.0919 -1.0704
H -0.2842 -3.3010 0.1193
C -1.5754 9.8825 -4.3745
C -1.1007 -1.0818 -0.0515
H 3.1530 -0.5683 8.0615
C -0.0498 -1.6541 -1.0344
H 2.5089 0.3299 -0.0283
H 3.2289 1.1453 8.5026
F 1.6473 -0.4143 -4.3868
H -0.6777 -1.0934 0.9548
C -7.2051 0.4135 -1.2487
C -1.5604 0.3659 -0.3083
C 1.3930 -5.0811 1.0327
H -3.4634 0.0338 -1.3099
C -1.8466 -3.1895 -2.1338
H -1.8641 7.7607 -4.2269
H 2.2289 0.6064 7.1422
C 1.9075 0.5232 -3.4051
H -3.1822 2.4024 -0.4198
H -2.1029 0.6729 0.5888
H -0.7296 1.0577 -0.3885
C 2.2625 -5.8904 0.0469
H 3.6950 -2.9347 2.0677
O 5.1010 1.5605 4.7950
H -1.0859 10.6929 -3.8326
C 1.4573 -2.6693 0.5954
H -0.6406 -4.9235 5.8522
H 5.0469 -4.8945 0.3061
C 4.3350 1.9192 5.9538
C 0.9946 -5.0424 4.9678
H -8.1113 2.3715 -1.1590
H -1.3701 9.4567 -1.7123
C 2.8764 -3.5918 2.3378
O 1.2814 6.8266 -2.3980
C 3.1719 0.4477 7.6679
H 3.3187 -4.5747 2.4594
H 6.1575 -5.6980 -0.7944
O -7.1695 1.7802 0.5701
H 2.7647 -4.0753 5.6602
C -5.8961 1.5478 0.1864
H 3.0175 -6.4903 0.5468
H 0.3476 -5.1202 0.7524
H -1.1631 9.8766 -5.3830
C -0.9931 3.6790 -1.0339
C 1.6192 -0.2799 0.1095
H 5.4882 -4.1347 -1.2325
H 1.9549 -1.3289 -1.6637
H 0.7520 4.9214 -1.3459
C 1.1492 -0.7123 -1.2616
H -1.6720 -4.4378 -3.9253
O -4.9325 1.8976 0.7923
C -8.0247 1.4682 -0.5489
H -7.3292 -0.5803 -0.8132
C 3.3777 0.4526 -3.0118
H 3.5719 0.8666 -2.0272
C -2.5499 0.5972 -1.4446
C 4.3455 0.6343 6.7397
O 4.3366 -0.3427 5.6755
H 3.0344 -1.5702 0.7324
H 1.4557 -5.5802 1.9965
H -1.5445 2.4192 -3.9467
C 5.2580 -5.0905 -0.7516
N 0.5078 -2.8897 -0.3740
H 2.9576 -5.2116 4.3693
H 1.1663 -3.1169 3.4922
C -9.3888 1.0171 -0.0928
H 0.5019 4.0261 -3.8592
O 0.7314 -6.1634 4.5424
H -0.0737 0.5219 -2.6444
O 4.1849 -5.7453 -1.3864
O -0.7751 7.4861 -1.7567
*
```

***

One molecule with the formula C6H8 in a non-equilibrium geometry, computed with wB97M-V/def2-TZVPD.

Computed properties:
* LUMO level (alpha / beta): 1.1 / -0.8 eV
* orbital gap (alpha / beta): 8.15 / 9.17 eV
* ⟨S²⟩: 2.047
* energy relative to the best compared isomer or geometry (same formula, charge and spin): 1.5076 eV

Geometry as ORCA input:
```
! wB97M-V def2-TZVPD RIJCOSX def2/J DEFGRID3
* xyz 0 3
C -0.6813 1.0607 -0.0303
C 1.8398 0.5666 0.0079
H -2.0058 -1.4437 -0.3334
H 1.7705 1.6631 0.0762
C -1.8954 1.4092 0.2921
H -1.0249 -2.8629 0.2009
H 2.3478 0.4693 -1.0512
H 0.9022 -1.8868 0.6953
C 0.0558 -1.2586 0.3305
C -1.0550 -1.8173 0.0011
H -2.5254 1.8621 -0.5100
H -0.6076 1.8737 -0.7232
C 0.3938 0.1773 0.1746
H 2.4856 0.1872 0.8696
*
```

***

A 9-piece molecular cluster, C28H54O19S4 overall in a non-equilibrium geometry, computed with wB97M-V/def2-TZVPD.

Computed properties:
* LUMO level: -0.3 eV
* orbital gap: 7.83 eV
* energy relative to the best compared isomer or geometry (same formula, charge and spin): 2.4298 eV

Geometry as ORCA input:
```
! wB97M-V def2-TZVPD RIJCOSX def2/J DEFGRID3
* xyz 0 1
O -5.3807 20.7969 -5.3117
C -10.3569 18.5012 -14.6036
C -9.4076 25.7861 -12.8131
C -9.3291 20.4295 -5.5104
H -5.1207 19.3276 -12.5079
C -11.2945 22.3871 -9.1711
C -7.2640 27.8927 -9.9038
H -7.4034 25.6727 -14.9469
C -4.6755 23.2711 -7.6826
H -12.9053 15.8117 -11.6840
H -9.1196 17.5478 -16.1698
H -12.5989 14.6239 -10.5342
H -10.4329 22.7874 -11.0584
O -11.2103 22.9596 -15.5834
O -11.6796 18.5226 -15.0454
H -10.4521 16.3547 -14.5949
H -4.1833 23.5895 -9.7861
H -7.7780 28.3272 -9.0464
C -13.0721 23.6453 -13.0493
C -10.2216 17.1591 -13.8963
H -8.4060 17.7367 -4.7987
O -8.2956 20.8849 -10.5691
H -5.6439 20.2005 -11.0817
H -8.3861 22.8190 -9.7047
C -3.4454 21.7302 -12.5263
C -12.5980 22.9538 -15.4500
C -8.8395 21.8284 -9.7422
H -14.3190 15.1951 -10.7300
S -8.2735 24.3753 -13.1413
H -10.9138 22.0151 -8.2199
H -12.9508 23.9793 -15.5591
H -10.5766 15.9709 -9.4691
O -9.0300 19.1483 -11.8074
O -12.8835 18.8383 -16.9411
H -6.1982 24.4797 -14.4248
H -8.8771 21.5352 -8.6931
C -10.6684 22.2211 -14.5979
C -9.5852 18.5086 -15.9504
O -9.5093 21.8051 -14.6340
H -6.3448 28.4552 -10.0675
H -6.5575 22.8435 -8.8166
H -10.2066 25.4299 -12.1630
H -9.2632 17.0999 -13.3804
C -12.8547 22.5085 -14.0377
H -10.6838 17.6148 -8.8322
H -8.9259 26.5670 -12.2247
S -12.9156 16.7317 -9.4146
O -10.4573 20.7326 -10.8806
O -13.3349 16.0817 -8.0872
H -2.8989 22.9177 -8.8282
C -9.2428 20.1942 -11.1673
H -12.2103 24.3028 -12.9352
C -6.9116 25.2289 -14.0813
H -9.3973 25.9116 -9.9182
S -9.3552 19.0368 -6.7184
H -11.0171 17.1849 -13.1516
C -11.0782 16.9317 -9.5845
H -7.2712 20.5565 -13.7153
H -6.7015 24.0022 -7.5104
H -6.4134 21.8632 -12.1683
O -3.6649 20.6160 -11.8044
H -4.4907 24.3083 -7.4029
C -6.3397 21.0063 -14.0590
H -8.7887 24.6608 -8.8237
H -12.2540 21.9348 -9.4219
O -6.5192 22.0192 -6.8837
O -10.8061 18.5306 -6.7967
H -8.6837 16.7793 -6.2782
H -9.0300 26.3769 -8.3249
C -8.3101 17.7245 -5.8844
H -5.7746 20.3001 -14.6673
H -13.7352 21.8668 -14.0687
H -4.1913 21.8586 -9.2492
O -7.6246 23.9228 -11.8107
H -10.1094 19.3133 -13.9199
O -11.6297 21.8619 -13.7222
O -2.3882 22.2418 -12.6361
H -6.6872 21.7821 -14.7413
H -7.3246 17.9530 -6.2901
C -11.8370 18.6924 -16.3567
C -13.2640 15.4686 -10.7136
O -6.1951 26.3974 -8.1186
H -10.8150 17.3783 -10.5433
H -8.3546 20.8059 -5.1991
S -6.9622 26.1350 -9.4360
H -7.9929 27.9850 -10.7089
C -5.6485 21.4020 -12.7931
C -5.3909 21.6660 -6.1780
C -5.0487 20.2845 -11.9910
H -9.9174 20.1035 -4.6527
H -9.8654 21.2916 -5.9068
H -9.8587 26.2016 -13.7142
O -10.6258 18.7564 -16.9045
H -13.2339 23.3269 -12.0195
H -13.9419 24.2651 -13.2672
C -8.6901 25.7067 -9.1145
C -6.2128 23.0747 -7.8087
H -13.1260 22.2830 -16.1278
H -8.8554 19.3178 -15.9782
C -3.9787 22.8917 -8.9741
O -4.2960 22.3531 -6.6692
C -10.2661 22.0188 -10.3038
H -11.4354 23.4673 -9.2095
H -6.3385 25.8961 -13.4376
O -4.5843 22.1782 -13.1080
*
```

***

One molecule with the formula C5H6O2, computed with wB97M-V/def2-TZVPD.

Computed properties:
* LUMO level: 0.5 eV
* orbital gap: 8.99 eV
* energy relative to the best compared isomer or geometry (same formula, charge and spin): 3.0746 eV

Geometry as ORCA input:
```
! wB97M-V def2-TZVPD RIJCOSX def2/J DEFGRID3
* xyz 0 1
C -0.2790 -1.8375 -0.1489
H -0.9760 1.2030 1.0963
C 1.5529 -0.1806 -0.0606
H -1.4278 1.3747 -0.5754
H 2.3641 -0.1140 -0.7851
H -2.0424 -0.8851 -0.6525
C 0.6145 0.9872 -0.2408
H 1.9865 -0.1463 0.9430
O 0.9804 -1.5083 -0.2141
C -0.8312 0.7631 0.1033
O 1.0552 2.0598 -0.5879
H -1.7408 -1.0030 1.0321
C -1.2564 -0.7131 0.0905
*
```

***

One molecule with the formula C3H9NO in a non-equilibrium geometry, computed with wB97M-V/def2-TZVPD.

Computed properties:
* LUMO level: 1.1 eV
* orbital gap: 10.06 eV
* SMILES string: COCCN
* energy relative to the best compared isomer or geometry (same formula, charge and spin): 2.9823 eV

Geometry as ORCA input:
```
! wB97M-V def2-TZVPD RIJCOSX def2/J DEFGRID3
* xyz 0 1
H -1.6935 0.8687 1.5131
C 0.6083 -0.8423 -1.0642
N 1.3770 -1.5336 -0.0277
C -0.4692 0.1584 -0.5479
H 1.3508 -0.2065 -1.5674
H -1.4837 -0.4389 -0.2942
H 0.2068 -1.4009 -1.8807
H -0.7016 0.9782 -1.3629
H -0.2348 1.8663 2.2608
C -0.8299 1.5384 1.2587
H 0.8332 -2.2555 0.7146
H -1.3258 2.5589 0.7608
O 0.1239 0.8511 0.5244
H 2.2387 -2.1423 -0.2875
*
```

***

C34H46BeCl4Li2N6O17S2 as an isolated structure in a non-equilibrium geometry, computed with wB97M-V/def2-TZVPD.

Computed properties:
* LUMO level: -0.3 eV
* orbital gap: 1.88 eV

Geometry as ORCA input:
```
! wB97M-V def2-TZVPD RIJCOSX def2/J DEFGRID3
* xyz -2 1
H -0.8243 3.5676 -0.5681
O -8.7446 1.4600 0.0832
H -0.0411 -4.2392 1.0437
H 1.7631 -2.7836 -1.3083
O -8.0782 -3.9662 -0.6074
H 1.3868 -1.8912 -2.9662
C 1.8628 -0.9161 -3.1081
H -1.9875 5.1912 0.9381
O -4.2879 2.7625 -0.1525
H -5.9843 4.3131 -1.8111
H 3.8242 -0.0632 2.2836
C -4.7613 3.8752 0.6232
O 0.9916 -7.1424 5.6645
O -7.0434 -2.0212 -0.1166
H 2.3954 -0.7285 1.9065
S -8.6975 2.5175 1.1542
H 4.3826 -1.4868 -3.8004
N -0.5101 -0.2488 -2.5608
C 1.2046 -4.2982 3.8007
C 0.7807 -2.4485 4.7102
Li -4.6998 -2.4121 -3.8510
O 0.1952 -3.4315 3.9699
N 3.3792 -0.7316 1.6332
H -1.7326 -8.7925 6.4299
C 2.5990 -0.9191 -0.7100
Cl -6.6068 -0.2721 -0.6575
H 5.0656 1.9356 -1.6398
C 3.6486 1.1858 -3.6988
H 1.0123 1.1247 -3.2557
H 2.6857 -3.0252 1.1726
H -2.9038 0.4438 -0.8050
H 2.8059 1.0025 -4.3736
C -4.6853 5.0960 -0.2840
C 0.0720 5.9039 1.3963
C -2.2352 -2.0757 -2.5488
H 0.8139 -4.4578 -0.5021
H -0.5015 -8.2506 7.5848
H 7.1214 3.7039 2.0072
H -3.3334 -1.9077 -2.4346
C 1.8356 -5.4167 1.2393
O 5.0966 0.3431 3.8139
Li -8.5398 -1.4099 -1.9461
C -1.5819 -0.8950 -3.3620
H -0.0728 6.7060 2.1013
H 5.8006 -1.4471 -5.0895
C 4.3460 0.7003 -0.0574
H -1.4281 -0.3542 -0.1833
H 1.7358 -6.3138 0.6109
H -4.1547 3.9777 1.5217
H 3.8119 2.2707 -3.6357
C -1.8387 0.5965 -0.5575
O 6.8227 1.5788 3.4453
H 1.1031 -2.3638 1.6198
C 1.3082 5.4269 0.8915
O -1.1011 -6.9970 4.8262
O -1.1392 2.0171 -2.3266
O -9.8456 2.3042 2.0549
C 0.9592 -4.2886 0.5846
C -4.9155 4.4791 -1.6557
N 2.0040 -2.7343 4.9626
H -3.1335 3.2405 -1.7768
S 1.1599 -5.8319 2.9070
H -2.1127 -3.0072 -3.1344
C 3.5306 0.5699 -2.3098
Cl 5.7015 5.5627 1.7844
N 2.6837 -0.4375 -1.9858
H 2.2916 5.7939 1.1368
H -2.3664 -0.1306 -3.5247
C -1.1169 0.8952 -1.9061
H 1.6748 3.7717 -0.5613
C 1.0278 4.4010 0.0273
O 5.8036 -0.1868 -3.6139
N -0.3326 4.2451 -0.0124
C 4.3761 1.1325 -1.3735
C -0.9193 5.1550 0.8238
O -7.4248 2.3761 1.8888
C 7.2466 4.7789 2.1248
C -0.2183 -7.4589 5.5843
H 2.8880 -5.1134 1.3424
C 4.9559 0.5861 -4.4311
C -0.6719 -8.5678 6.5535
Cl 8.4796 5.3280 0.9751
H -4.5406 5.0850 -2.4820
C -4.1946 3.1465 -1.5230
H -1.7294 -2.2257 -1.5869
C 5.6836 1.2199 3.1748
O 4.9259 1.8557 2.0840
C -7.1153 -3.2258 -0.7388
H 0.4477 -0.0583 -4.4576
Be -2.9537 0.0093 -5.5401
C 4.9338 -0.9896 -4.6020
C 5.3074 1.3711 0.8943
C 1.6564 -2.8888 0.8168
H -1.6777 1.4396 0.1237
H -1.2350 -1.3022 -4.3231
O 6.4443 1.4990 0.5147
O -8.7788 3.8484 0.5182
Cl 7.7635 5.0887 3.7778
H 0.2891 -1.5488 5.0704
H 2.4394 -0.9936 -4.0401
H -3.6842 5.5379 -0.2384
H -5.4089 5.8660 -0.0206
C 0.6677 0.0888 -3.3790
C 1.6001 -2.0556 -0.4860
H 0.5804 -1.6566 -0.6516
H 5.3977 1.1774 -5.2577
H -4.6349 2.3649 -2.1503
H -5.7911 3.6634 0.9244
H -0.0990 -9.4798 6.3677
N 2.3121 -3.9346 4.3726
C 3.4199 -0.3351 0.2958
O -6.0878 -3.4233 -1.4761
*
```

***

An isolated ion of composition C4H9NOS and charge -1 in a non-equilibrium geometry, computed with wB97M-V/def2-TZVPD.

Computed properties:
* LUMO level (alpha / beta): 3.4 / 3.3 eV
* orbital gap (alpha / beta): 2.45 / 8.88 eV
* ⟨S²⟩: 0.751
* energy relative to the best compared isomer or geometry (same formula, charge and spin): 0.8091 eV

Geometry as ORCA input:
```
! wB97M-V def2-TZVPD RIJCOSX def2/J DEFGRID3
* xyz -1 2
H -1.6283 -2.2698 2.3475
S 1.0959 1.8223 -2.9097
H 0.1112 -0.4894 -1.5367
H 1.8297 -0.2799 -0.9884
H -2.4797 -0.7313 2.0653
H -0.8505 -0.8578 2.9553
H -0.2883 1.7805 -1.1637
H 1.4130 2.2163 -0.5033
H 0.8182 -0.1402 1.3003
C -1.5013 -1.1511 2.1036
N 0.2243 -0.3649 0.5091
C 0.7461 0.0103 -0.8320
H 2.3317 1.3990 -2.6817
C -0.9311 -1.0977 0.7056
O -1.6459 -1.3538 -0.2923
C 0.7549 1.5073 -1.0789
*
```

***

no.,DFT total energy (hartree)
1,-3627.15919
2,-233.19153
3,-4121.48925
4,-344.48892
5,-249.60410
6,-5597.35832
7,-685.94276